# C62H114F32O4

11 unconnected molecules or ions with the total composition C62H114F32O4 in a non-equilibrium geometry (ωB97M-V/def2-TZVPD, the Open Molecules 2025 dataset).

Structure (XYZ):
```
212
Properties=species:S:1:pos:R:3:forces:R:3
F -4.862 -23.521 -10.562 1.185 1.122 -0.214
C -5.692 -24.234 -9.825 0.358 -1.190 0.591
F -5.541 -25.505 -10.252 -0.336 -0.703 -0.363
C -5.319 -24.244 -8.311 -2.030 0.897 0.441
F -5.484 -22.940 -7.922 0.136 0.501 0.127
F -4.067 -24.567 -8.008 0.527 -0.426 -0.658
C -6.322 -25.019 -7.407 0.052 0.296 -1.251
O -6.658 -26.281 -7.959 1.315 -2.048 1.112
C -6.137 -27.371 -7.215 -2.368 1.418 -0.688
F -4.805 -27.194 -7.009 -1.044 -0.719 0.106
F -6.813 -27.414 -6.033 0.978 0.056 0.194
C -6.504 -28.654 -8.003 -0.071 1.001 -1.796
F -6.204 -29.746 -7.360 0.890 -1.264 1.310
F -7.838 -28.789 -8.325 0.838 0.973 0.459
H -6.689 -23.854 -10.048 -0.328 -0.246 0.500
H -7.288 -24.514 -7.427 0.348 0.532 0.398
H -5.846 -25.054 -6.428 -0.353 -0.077 0.096
H -5.922 -28.568 -8.921 -0.122 -0.280 -0.362
F -11.893 -21.952 -16.430 0.155 0.955 -0.872
C -12.788 -22.031 -15.447 0.498 -2.958 0.540
F -12.216 -21.623 -14.298 0.126 1.251 0.246
C -14.146 -21.406 -15.686 -0.874 1.834 -0.644
F -14.853 -21.746 -14.614 -0.723 -0.299 1.366
F -14.823 -21.985 -16.726 1.107 0.389 -0.027
C -14.065 -19.855 -15.780 -0.745 0.016 -0.416
O -15.290 -19.272 -16.294 0.680 0.378 -0.906
C -15.292 -17.861 -16.432 0.293 -3.112 -0.438
F -15.410 -17.384 -15.204 0.239 1.282 0.499
F -14.177 -17.389 -17.037 -0.236 -0.059 0.542
C -16.519 -17.529 -17.258 -2.757 -0.763 0.449
F -16.688 -16.240 -17.402 0.885 3.001 -0.202
F -16.577 -18.054 -18.481 1.099 -0.822 -0.803
H -12.904 -23.097 -15.254 -0.711 -0.312 -0.368
H -13.223 -19.632 -16.435 0.034 0.304 0.100
H -13.959 -19.460 -14.770 0.576 -0.251 0.025
H -17.472 -17.791 -16.799 0.420 -1.078 0.856
F -14.213 -22.517 -9.398 0.867 0.456 -0.743
C -14.716 -21.261 -9.516 -1.023 0.338 1.398
F -14.157 -20.475 -8.513 -0.244 -0.645 -1.173
C -14.534 -20.569 -10.897 2.136 0.159 -0.632
F -15.045 -19.308 -10.893 0.104 -0.431 0.589
F -15.235 -21.248 -11.821 -0.228 -0.421 -0.017
C -13.001 -20.514 -11.285 -0.951 -1.456 1.876
O -12.734 -19.778 -12.411 1.173 2.918 -1.177
C -11.705 -18.793 -12.301 -2.128 -1.559 0.325
F -11.829 -18.073 -11.181 -1.062 1.057 0.186
F -10.537 -19.391 -12.068 0.951 -0.697 -1.123
C -11.622 -17.827 -13.530 2.350 0.555 1.168
F -11.320 -18.414 -14.672 -0.105 -1.629 -1.095
F -12.629 -17.017 -13.761 -1.665 0.234 0.528
H -15.764 -21.431 -9.270 -0.259 0.730 -0.209
H -12.639 -21.530 -11.444 -0.310 -0.230 -0.059
H -12.502 -20.191 -10.372 0.173 0.466 -0.134
H -10.746 -17.219 -13.303 0.110 0.286 0.424
F -10.607 -28.139 -11.808 -0.485 1.028 -1.202
C -10.127 -28.121 -10.552 0.210 -3.365 -0.330
F -8.966 -27.463 -10.507 -0.389 1.196 0.267
C -11.261 -27.742 -9.609 0.428 -0.557 -0.351
F -11.577 -26.466 -9.873 -0.823 0.739 0.079
F -10.741 -27.784 -8.373 -0.100 -0.129 0.723
C -12.540 -28.641 -9.721 -0.460 -0.078 0.303
O -12.261 -30.048 -9.783 -0.740 -1.198 -1.338
C -13.264 -30.826 -10.475 2.182 0.507 1.382
F -14.437 -30.731 -9.813 -0.063 0.096 -0.285
F -13.414 -30.376 -11.701 -0.412 0.375 -0.866
C -12.843 -32.333 -10.465 -0.670 -0.009 1.417
F -13.553 -33.074 -11.335 -0.125 0.478 -0.682
F -11.543 -32.518 -10.690 0.315 0.266 -0.273
H -9.880 -29.174 -10.414 0.079 -0.115 0.787
H -13.156 -28.314 -10.559 0.366 0.068 -0.269
H -13.171 -28.550 -8.837 0.307 0.747 0.238
H -13.130 -32.719 -9.487 0.396 0.064 0.304
C -12.644 -29.471 -16.093 0.236 -0.698 -0.571
C -12.352 -28.440 -15.041 -0.750 0.396 0.137
C -13.677 -27.773 -14.601 0.848 0.911 0.396
C -13.489 -26.549 -13.653 -0.381 -1.164 -0.268
C -14.824 -25.910 -13.319 0.550 0.611 -0.298
C -14.698 -24.697 -12.401 -0.215 -0.437 0.013
H -13.326 -30.251 -15.754 -0.073 0.009 0.119
H -11.741 -29.969 -16.445 0.127 -0.111 0.114
H -13.078 -29.020 -16.985 -0.184 0.136 0.033
H -11.814 -28.864 -14.194 -0.110 -0.102 0.167
H -11.672 -27.709 -15.479 -0.009 0.359 0.046
H -14.337 -28.488 -14.110 0.098 -0.241 0.141
H -14.234 -27.456 -15.483 0.061 0.119 -0.233
H -13.057 -26.937 -12.730 0.365 0.130 0.172
H -12.802 -25.814 -14.073 0.124 -0.004 -0.100
H -15.247 -25.568 -14.264 -0.497 -0.245 -0.044
H -15.442 -26.674 -12.848 -0.337 0.085 -0.154
H -15.689 -24.319 -12.150 0.025 0.016 0.225
H -14.175 -25.025 -11.503 0.006 0.348 0.248
H -14.165 -23.864 -12.860 0.207 -0.088 -0.062
C -5.905 -20.764 -11.495 0.404 -0.006 0.117
C -7.161 -20.587 -12.327 0.025 -0.184 0.575
C -6.920 -20.144 -13.751 -0.286 0.753 -0.542
C -8.183 -20.171 -14.644 1.825 -1.049 -0.361
C -7.900 -19.816 -16.119 -1.815 1.274 0.531
C -9.283 -19.784 -16.867 0.757 -0.814 -0.004
H -5.373 -19.835 -11.286 -0.096 0.179 -0.101
H -5.189 -21.426 -11.982 0.001 -0.078 -0.094
H -6.139 -21.211 -10.529 -0.028 0.022 0.062
H -7.664 -21.554 -12.312 -0.212 -0.202 -0.293
H -7.829 -19.925 -11.777 -0.182 0.260 -0.208
H -6.088 -20.714 -14.164 -0.144 -0.368 -0.273
H -6.563 -19.115 -13.805 0.213 0.267 0.402
H -8.478 -21.220 -14.670 -0.899 -0.020 0.402
H -8.900 -19.476 -14.206 -0.354 -0.386 -0.153
H -7.525 -18.794 -16.067 0.430 0.082 -0.508
H -7.176 -20.473 -16.600 -0.164 0.050 0.143
H -9.218 -19.682 -17.950 0.279 0.253 -0.012
H -9.756 -20.755 -16.720 -0.117 -0.082 0.088
H -9.985 -19.039 -16.492 0.332 0.103 0.105
C -4.043 -29.255 -12.154 -0.379 0.280 -0.464
C -4.720 -28.616 -13.397 -0.629 0.271 0.230
C -6.165 -28.040 -13.194 0.151 -0.769 -0.063
C -7.308 -28.758 -13.952 0.874 0.200 -0.739
C -7.286 -28.730 -15.517 -0.297 0.537 0.796
C -8.341 -29.641 -16.128 0.233 -0.735 0.480
H -3.183 -29.849 -12.463 0.237 0.280 0.047
H -4.693 -29.976 -11.658 -0.348 0.036 -0.065
H -3.754 -28.521 -11.402 0.121 0.065 -0.070
H -4.207 -27.732 -13.776 0.831 -0.401 0.067
H -4.693 -29.378 -14.175 -0.208 0.101 -0.234
H -6.150 -26.971 -13.407 -0.124 0.089 -0.039
H -6.401 -28.152 -12.135 -0.115 0.204 0.182
H -7.189 -29.804 -13.672 -0.480 -0.246 0.136
H -8.247 -28.352 -13.579 -0.201 -0.261 -0.036
H -7.481 -27.732 -15.909 0.222 0.360 0.234
H -6.289 -29.016 -15.851 0.020 -0.078 -0.140
H -8.355 -29.614 -17.218 0.034 0.016 0.050
H -8.122 -30.655 -15.796 0.043 -0.309 -0.295
H -9.353 -29.480 -15.756 -0.056 0.502 0.001
C -5.867 -29.107 -23.400 -0.608 0.725 -0.238
C -6.987 -28.184 -22.865 0.866 0.120 0.991
C -6.572 -27.356 -21.628 -0.970 0.152 -0.338
C -7.718 -26.411 -21.156 1.262 0.336 0.445
C -7.283 -25.406 -20.021 -0.413 -0.776 -0.694
C -6.526 -24.177 -20.552 -0.355 0.313 0.205
H -4.996 -28.530 -23.712 -0.055 0.196 -0.137
H -6.301 -29.571 -24.285 0.424 -0.457 -0.010
H -5.469 -29.839 -22.698 -0.462 -0.127 0.114
H -7.304 -27.492 -23.646 -0.035 -0.081 -0.165
H -7.853 -28.774 -22.563 -0.131 -0.136 -0.222
H -5.674 -26.785 -21.862 0.105 0.086 0.082
H -6.346 -28.055 -20.823 0.209 0.034 0.178
H -8.065 -25.812 -21.998 -0.109 -0.021 -0.171
H -8.556 -27.021 -20.819 -0.060 0.002 0.090
H -8.198 -25.107 -19.510 -0.085 0.397 -0.125
H -6.767 -25.978 -19.250 0.503 0.097 -0.017
H -6.421 -23.366 -19.831 -0.044 -0.224 0.468
H -5.517 -24.324 -20.937 -0.099 -0.485 -0.101
H -7.127 -23.708 -21.331 0.027 -0.162 -0.315
C -11.606 -27.275 -19.681 0.719 -0.875 -0.057
C -10.791 -28.568 -19.323 0.004 0.879 -0.300
C -10.393 -29.465 -20.512 0.503 -0.586 0.531
C -9.517 -30.653 -20.017 -1.150 0.833 -1.066
C -8.995 -31.556 -21.142 0.568 -0.277 0.521
C -10.081 -32.315 -21.894 -0.250 -0.067 0.011
H -12.646 -27.481 -19.935 0.016 -0.164 -0.017
H -11.133 -26.821 -20.551 -0.071 0.163 -0.070
H -11.599 -26.537 -18.879 0.050 -0.119 0.112
H -9.848 -28.281 -18.858 0.256 0.447 -0.065
H -11.254 -29.093 -18.488 -0.410 -0.416 -0.387
H -9.730 -28.965 -21.218 -0.244 0.660 -0.050
H -11.238 -29.827 -21.098 -0.206 0.011 0.152
H -8.719 -30.201 -19.428 0.167 -0.339 0.087
H -10.174 -31.255 -19.390 0.299 -0.220 0.382
H -8.283 -31.143 -21.856 -0.374 1.010 -0.159
H -8.281 -32.202 -20.630 -0.341 -0.859 0.066
H -9.660 -32.978 -22.650 0.023 -0.158 0.153
H -10.734 -32.876 -21.226 0.242 -0.312 0.174
H -10.790 -31.682 -22.427 0.264 0.433 -0.075
C -5.878 -22.956 -16.705 0.043 -0.911 -0.383
C -5.714 -23.644 -15.343 -0.419 0.938 0.045
C -4.368 -23.277 -14.730 0.012 -1.145 0.227
C -3.906 -24.307 -13.672 -0.584 0.370 -0.480
C -2.675 -23.856 -12.971 1.678 0.458 1.862
C -2.026 -24.785 -11.868 -0.976 0.689 -1.386
H -6.870 -23.103 -17.131 -0.102 -0.007 0.007
H -5.165 -23.420 -17.388 0.008 -0.058 -0.240
H -5.655 -21.890 -16.758 0.025 0.006 0.573
H -6.523 -23.323 -14.688 -0.089 0.347 0.297
H -5.890 -24.719 -15.358 0.379 -0.215 -0.588
H -4.476 -22.294 -14.273 0.311 0.103 0.036
H -3.619 -23.231 -15.520 0.121 0.205 -0.064
H -4.759 -24.423 -13.004 0.110 -0.220 0.411
H -3.698 -25.285 -14.105 -0.254 -0.109 -0.376
H -1.857 -23.617 -13.650 -0.118 -0.198 -0.552
H -2.838 -22.896 -12.482 -0.331 0.205 0.095
H -1.829 -25.743 -12.349 0.073 -0.231 0.370
H -1.087 -24.331 -11.552 -0.053 -0.130 0.113
H -2.711 -24.880 -11.025 0.170 -0.244 0.022
C -9.553 -25.190 -16.869 -0.516 -0.170 0.292
C -9.954 -24.729 -15.451 0.389 -0.974 -0.946
C -9.186 -25.493 -14.371 -0.553 0.984 0.096
C -9.297 -24.789 -13.017 0.435 -0.930 0.178
C -10.643 -24.398 -12.393 0.813 -0.616 -0.790
C -10.356 -23.368 -11.339 -0.395 0.700 0.176
H -10.290 -24.814 -17.579 0.238 0.150 -0.270
H -9.586 -26.276 -16.948 -0.093 -0.213 0.100
H -8.542 -24.916 -17.172 -0.025 0.319 0.131
H -9.831 -23.647 -15.408 0.138 0.110 0.375
H -11.017 -24.943 -15.337 -0.202 0.112 0.063
H -8.132 -25.534 -14.646 0.170 0.028 0.025
H -9.506 -26.533 -14.297 -0.303 -0.061 -0.150
H -8.835 -25.480 -12.313 0.385 0.214 0.346
H -8.678 -23.894 -13.079 0.111 0.201 0.085
H -11.284 -24.003 -13.182 -0.292 0.190 0.168
H -11.136 -25.262 -11.946 -0.037 -0.089 -0.206
H -11.249 -23.237 -10.728 0.112 0.343 0.232
H -9.506 -23.580 -10.691 -0.071 -0.551 0.105
H -10.064 -22.434 -11.820 -0.286 0.297 -0.008
```
Forces are in eV/Å.

Calculated values
- SMILES string = FC(F)C(F)(F)COC(F)(F)C(F)F.FC(F)C(F)(F)COC(F)(F)C(F)F.FC(F)C(F)(F)COC(F)(F)C(F)F.FC(F)C(F)(F)COC(F)(F)C(F)F.CCCCCC.CCCCCC.CCCCCC.CCCCCC.CCCCCC.CCCCCC.CCCCCC
- charge = 0
- HOMO-LUMO gap (eV) = 11.0
- maximum force (Eh/bohr) = 0.0659
- E_tot (a.u.) = -5927.37956
- E_LUMO (hartree) = 0.0177

Here are the Löwdin charges for atoms 1 to 4, given in e:
1. F 0.1043
2. C -0.3121
3. F 0.0835
4. C -0.4324